No. 1
DFT (ωB97M-V/def2-TZVPD) results for a cluster of 2 separate species, C33H32N3O2 in total at a distorted geometry.

```
70
Properties=species:S:1:pos:R:3:forces:R:3:lowdin_charge:R:1
O -2.232833 2.883528 2.659064 -0.238 -1.838 0.021 -0.088
O -1.391172 -1.803804 2.998226 -0.940 1.634 -0.246 -0.080
N 4.458642 1.968337 -3.759863 -0.074 0.791 0.248 -0.221
N -0.482991 0.781725 2.842187 0.489 1.243 1.534 -0.027
N 1.664600 0.806508 2.478936 -0.586 0.939 1.393 -0.152
C -1.207624 -2.605144 -0.751090 0.738 -1.375 0.352 -0.091
C -4.155305 1.327371 2.639452 0.098 0.696 -0.035 -0.031
C 1.364046 -0.137393 -1.794838 -0.352 -0.047 0.153 -0.134
C 3.000765 0.471660 1.988992 -0.493 0.077 0.043 -0.032
C -3.944342 -0.173041 -1.667665 0.032 0.810 -0.260 -0.028
C -2.358101 -0.803428 2.848830 0.660 -0.283 0.119 -0.174
C 0.800230 -4.408914 -0.182747 -0.251 -0.640 0.147 -0.043
C 0.497601 0.316647 2.060062 -0.288 -2.014 -2.836 -0.041
C 2.488622 1.951692 -2.270210 0.924 -0.025 -0.349 0.025
C -2.032584 -1.477002 -1.111702 -1.124 1.120 -0.410 -0.089
C -4.615684 0.029894 2.691619 0.221 0.040 -0.046 -0.070
C 1.438299 1.270399 -1.723730 -0.378 -0.430 0.232 -0.006
C -1.546315 -3.897438 -0.366806 -0.334 1.393 -0.424 -0.007
C -2.790546 1.600747 2.690142 0.597 0.384 -0.008 -0.177
C 0.094694 1.613867 3.826015 0.309 0.067 -0.124 -0.037
C 1.422791 1.640975 3.590982 -0.260 -0.172 0.102 -0.052
C -1.888132 -3.113930 2.948647 -0.108 -0.226 0.135 -0.089
C 2.439767 -0.817919 -2.400154 -0.679 -0.396 0.420 0.002
C -3.115055 0.878849 -2.056719 -0.667 -0.059 0.003 -0.045
C 3.518931 1.269470 -2.949442 -0.152 -0.405 -0.734 -0.205
C -3.735717 -1.026035 2.793215 0.414 -0.610 0.011 -0.032
C 3.475382 -0.138088 -2.967242 0.409 0.908 -0.152 0.013
C 5.816524 2.238104 -3.264775 -0.749 -0.228 0.098 -0.059
C 0.186695 -0.857669 -1.362206 0.859 0.479 -0.201 0.060
C -3.414883 -1.351543 -1.198724 1.231 -0.836 0.371 0.018
C -1.181183 -0.414167 -1.483208 -0.924 0.508 0.031 -0.089
C 0.141562 -2.220784 -0.894926 0.144 -1.087 0.284 -0.096
C -3.166224 3.933476 2.670332 -0.214 0.360 -0.026 -0.086
C 1.153635 -3.142457 -0.581179 -0.311 1.018 -0.204 0.019
C -1.747609 0.771623 -1.978832 0.862 -0.550 0.204 0.027
C -0.537830 -4.789844 -0.089918 0.776 -0.194 0.044 -0.034
C 4.412483 1.759409 -5.214257 -0.282 -0.377 0.801 -0.063
C -1.902035 0.520040 2.784867 1.287 0.027 -0.255 -0.058
H 5.125506 0.992643 -5.504019 0.223 -0.226 -0.293 0.078
H 2.928695 -0.274086 1.198506 -0.191 0.066 0.072 0.072
H -5.677314 -0.158188 2.659347 -0.095 -0.033 -0.005 0.113
H 5.846905 2.171102 -2.178911 -0.037 0.048 0.017 0.087
H 4.644912 2.679667 -5.745307 0.069 0.116 0.082 0.088
H -1.121027 1.575161 -2.320268 0.063 0.190 -0.097 0.110
H -4.119666 -2.028213 2.844830 -0.095 -0.181 0.026 0.101
H -0.448958 2.133954 4.596685 -0.147 -0.109 -0.125 0.124
H 2.520311 3.025790 -2.235846 0.031 0.255 0.002 0.124
H -1.048050 -3.802331 3.038537 0.041 0.191 -0.002 0.101
H 3.591697 0.064854 2.807570 0.039 -0.006 -0.008 0.089
H -4.043940 -2.178709 -0.919657 -0.211 -0.126 0.040 0.120
H -3.556195 1.780815 -2.446667 -0.059 0.137 -0.033 0.113
H 1.567744 -5.126913 0.054720 0.108 -0.081 0.042 0.114
H -5.013493 -0.071880 -1.755091 -0.157 0.078 -0.016 0.118
H 0.667749 1.811344 -1.202108 -0.125 0.079 0.124 0.115
H 2.398208 -1.889298 -2.487588 -0.004 -0.179 -0.080 0.112
H 6.143502 3.232216 -3.561586 -0.008 0.079 -0.055 0.085
H -2.383515 -3.277890 1.992686 -0.179 -0.205 0.034 0.069
H 2.189257 -2.856384 -0.627350 0.204 0.011 0.049 0.113
H 4.261520 -0.668918 -3.471421 0.182 -0.170 -0.184 0.126
H -2.575663 -3.281615 3.776999 -0.128 -0.228 0.005 0.099
H 2.172341 2.179416 4.146076 0.146 -0.107 -0.117 0.114
H -2.622045 4.876170 2.730534 0.103 -0.204 -0.014 0.099
H -4.856182 2.136355 2.554683 -0.187 0.126 0.011 0.101
H -3.749567 3.921637 1.749028 -0.184 0.117 0.014 0.095
H 6.509081 1.507539 -3.675556 0.312 -0.185 -0.027 0.078
H -3.815967 3.845236 3.540766 -0.165 0.123 -0.009 0.099
H 3.489472 1.361330 1.597693 0.048 0.059 -0.010 0.084
H -0.790256 -5.793465 0.204414 0.022 -0.226 0.086 0.119
H -2.581316 -4.176981 -0.290531 -0.245 -0.165 0.031 0.120
H 3.417182 1.433916 -5.512493 -0.022 0.055 0.004 0.091
```
Forces are in eV/Å.

Results
charge = +1
orbital gap = 4.86 eV
HOMO level = -10.3 eV

=====

No. 2
DFT (ωB97M-V/def2-TZVPD) results for a structure of composition C33H33BBrF4IrN6OSSi at a distorted geometry.

```
82
Properties=species:S:1:pos:R:3:forces:R:3:lowdin_charge:R:1
Ir -0.047447 0.787745 -0.421834 -1.261 -0.257 0.565 1.332
Br 6.977528 0.688162 0.358717 0.060 0.007 0.003 0.819
S -1.868603 2.239557 -0.005196 0.561 -0.292 -0.198 0.789
Si 0.412787 1.635351 -3.674013 -0.172 -0.001 -0.160 0.444
F 0.915519 2.930579 0.166378 0.075 0.570 -0.008 -0.126
F 0.141243 4.878120 -0.828355 0.145 -0.119 0.258 0.121
F 0.071465 4.646693 1.476503 0.135 -0.014 -0.259 0.112
F 2.106125 4.881766 0.403288 -0.242 -0.051 -0.018 0.153
O -2.056529 -0.729096 -0.608932 -0.114 0.119 -0.016 -0.131
N -0.801685 1.412599 2.356352 -0.270 0.088 -0.027 0.070
N -0.544589 0.644216 -2.463998 0.238 0.099 0.179 -0.133
N -0.023483 0.681503 1.594376 0.482 -0.190 -0.128 -0.161
N -2.152158 3.241883 2.425994 0.014 0.090 -0.024 0.144
N 2.385199 0.766903 -0.246879 0.005 0.020 -0.134 -0.012
N 0.513076 -1.247637 -0.110217 0.731 0.020 0.041 -0.053
C 3.186818 0.182816 -1.141509 -0.053 -0.058 0.132 -0.148
C 0.172612 -2.072067 4.079937 -0.076 0.000 -0.022 -0.032
C 1.706475 -3.182515 -0.829417 -0.007 -0.123 0.033 -0.037
C 2.158962 -3.395622 0.481078 0.018 -0.026 -0.037 -0.028
C -1.541669 2.312057 1.692948 -0.071 -0.003 0.200 -0.762
C 1.751582 -2.558348 1.486492 -0.037 -0.105 0.027 0.012
C 0.453997 -0.787723 3.583892 0.119 0.072 0.051 -0.172
C -3.515725 -0.828311 1.285752 -0.108 0.108 0.074 0.001
C -2.835418 -3.511521 1.627159 0.009 -0.011 -0.012 -0.062
C -3.911704 -1.555073 -3.625910 0.020 0.011 -0.066 -0.025
C 0.754412 0.238638 4.494759 0.033 0.023 -0.037 -0.018
C 2.941577 1.344985 0.821366 0.015 -0.024 -0.007 -0.099
C 0.446655 -0.548195 2.160162 -0.144 0.191 -0.147 -0.114
C -2.447049 -0.798328 -1.894346 0.109 0.104 -0.085 -0.197
C 1.804732 2.579315 -2.934765 0.222 -0.022 0.250 -0.148
C 0.885793 -1.480143 1.197108 -0.138 0.027 -0.158 -0.223
C 4.307163 1.346776 1.042418 -0.043 0.008 0.027 -0.064
C -2.314871 -2.799358 0.555403 0.013 -0.122 0.029 -0.012
C 0.532322 -1.302098 6.326051 -0.003 -0.041 -0.015 -0.055
C -3.124883 -0.901793 -4.587442 -0.088 -0.073 0.054 -0.049
C 0.209030 -2.323297 5.438600 0.006 0.015 0.008 -0.058
C -3.682629 -2.885882 2.534237 -0.006 0.070 -0.013 -0.068
C 0.800148 -0.023938 5.850059 0.009 0.006 0.027 -0.057
C 4.560095 0.138249 -1.010106 -0.034 -0.057 -0.091 -0.084
C -2.668980 -1.470252 0.407898 0.162 -0.140 -0.084 -0.278
C -4.021382 -1.549426 2.361543 0.012 -0.037 0.000 -0.047
C -1.626557 -0.072363 -2.834997 0.133 -0.070 -0.112 -0.265
C -0.746753 2.894427 -4.386674 -0.178 0.049 -0.020 -0.142
C -2.021945 -0.193106 -4.206187 0.006 0.070 0.072 -0.024
C 0.910988 -2.087848 -1.073473 -0.288 0.075 0.029 -0.143
C 1.135192 0.405531 -4.874671 0.031 -0.156 -0.226 -0.156
C -3.563953 -1.508336 -2.287490 -0.093 -0.060 -0.087 0.016
C 5.120054 0.728862 0.110082 0.083 0.017 0.050 -0.680
B 0.807841 4.428088 0.304903 0.027 -0.114 -0.081 -1.225
H 0.552202 -1.861603 -2.072886 0.068 0.043 0.034 0.114
H 1.522705 3.137245 -2.045464 0.019 0.074 0.058 0.021
H -4.081080 -3.441348 3.373921 0.009 0.027 -0.036 0.111
H -1.423315 0.288200 -4.963693 -0.125 0.019 0.087 0.071
H 1.984816 -3.841673 -1.639892 0.008 0.040 0.022 0.115
H 4.718834 1.830435 1.917199 -0.022 -0.012 -0.033 0.117
H -0.197105 3.521224 -5.094988 -0.038 -0.027 0.042 0.050
H 2.270028 1.842898 1.508272 0.057 -0.054 -0.047 0.112
H -2.577580 -4.556556 1.752059 -0.010 0.053 0.000 0.113
H -2.456078 4.074126 1.943609 -0.044 0.009 0.042 0.116
H -1.081641 3.543301 -3.569765 0.020 0.003 -0.073 0.050
H -4.792781 -2.106135 -3.928542 0.030 0.020 0.004 0.120
H 5.173618 -0.338323 -1.762355 -0.032 0.014 0.030 0.114
H -3.770625 0.212922 1.126819 0.033 -0.063 0.020 0.109
H -0.121085 -2.856756 3.391125 0.020 0.049 0.051 0.113
H -1.644627 -3.264519 -0.159068 -0.034 0.019 0.037 0.125
H 2.709574 -0.265733 -2.005602 -0.001 0.004 0.039 0.101
H -4.683624 -1.060006 3.064099 0.015 -0.025 -0.017 0.115
H 1.050864 0.769938 6.541654 -0.001 -0.020 -0.016 0.113
H 2.840801 -4.208597 0.696129 -0.034 0.014 0.000 0.121
H 0.421335 -0.009325 -5.590108 0.188 0.014 0.037 0.029
H 2.683532 1.972563 -2.711272 -0.073 0.150 -0.062 0.021
H -0.023529 -3.313719 5.809011 0.010 0.035 -0.005 0.112
H 0.974201 1.232346 4.128967 0.004 -0.037 0.011 0.109
H -3.389765 -0.956567 -5.634643 -0.013 -0.017 0.024 0.119
H 0.574117 -1.502549 7.389100 -0.021 0.007 -0.027 0.113
H -4.156899 -2.021048 -1.541453 0.013 0.023 -0.030 0.130
H 2.092125 3.311725 -3.698186 -0.013 -0.060 0.035 0.063
H 1.932476 0.893766 -5.444512 -0.050 -0.052 0.054 0.049
H -1.821606 3.374204 3.370823 -0.030 -0.043 -0.019 0.129
H -1.626749 2.498359 -4.892272 0.006 0.039 0.010 0.031
H 1.585147 -0.434987 -4.333182 0.000 0.057 -0.064 0.030
H 2.110366 -2.686386 2.498075 -0.003 0.004 -0.045 0.124
```
Forces are in eV/Å.

Results
2S+1 = 6
charge = +1
energy relative to the best compared isomer or geometry (same formula, charge and spin) = 8.8 kcal/mol
<S²> = 8.8232
orbital gap (spin up / spin down) = 6.70 / 6.64 eV
HOMO level (spin up / spin down) = -9.5 / -11.9 eV